No. 1
Computed, not measured: C9H25K3O7 as an isolated structure, with ωB97M-V with the def2-TZVPD basis set.

The geometry in XYZ format:
```
44
C9H25K3O7 (ωB97M-V with the def2-TZVPD basis set)
O 0.405 2.499 0.845
O 1.015 -1.794 -3.522
H -1.289 -0.158 3.841
H 3.633 2.738 1.527
O -1.344 0.667 -0.311
O -2.729 2.774 3.659
C -0.197 -2.468 0.023
O -1.469 0.366 -2.519
H 0.172 -3.468 -0.207
H 0.520 -0.669 0.116
C -1.904 0.251 -1.335
O -3.089 -0.403 -1.122
C -1.161 0.914 3.614
H 2.361 1.872 2.583
K -1.352 2.679 -4.304
H -3.302 0.811 3.523
C -1.163 -2.414 1.169
H -0.731 1.389 4.491
H 3.049 -0.446 -2.260
H -0.904 -3.066 2.007
K -1.393 -1.203 -4.944
C 2.596 2.610 1.825
H -1.966 3.312 3.428
H 2.584 -3.118 -3.668
O 0.904 -1.553 0.194
C -2.505 1.459 3.159
H 1.987 1.212 0.349
C 1.782 2.271 0.581
H -2.637 1.492 2.069
H -0.612 -2.153 -0.946
H 2.096 2.791 -0.330
H 2.097 -2.782 -2.034
H -3.054 -0.504 -0.144
H -2.152 -2.816 0.911
H -0.344 0.775 2.895
H -0.097 1.862 0.307
C 3.309 -1.214 -2.994
H 4.302 -1.605 -2.787
H 0.606 -1.242 -2.844
C 2.266 -2.314 -3.003
H -1.281 -1.404 1.560
K -4.489 -0.833 -3.578
H 2.205 3.584 2.133
H 3.277 -0.700 -3.957
```

**Electronic energy**: -2683.9081 hartree
**Relative energy (zero: lowest compared OMol25 entry of this formula, charge and spin)**: 0.0 kcal/mol
**Charge**: +2
**Highest occupied orbital energy**: -0.4847 Eh

No. 2
Computed, not measured: a 3-piece molecular cluster, C20H53N6O2P2 overall, with ωB97M-V with the def2-TZVPD basis set.

The geometry in XYZ format:
```
83
C20H53N6O2P2 (ωB97M-V with the def2-TZVPD basis set)
C -1.826 -1.733 3.588
C -1.273 1.890 7.967
H 4.243 0.201 -3.945
H 2.672 -0.389 -3.435
C 0.636 2.238 5.575
P 1.109 -0.160 -5.705
N -0.155 -2.778 0.684
H 1.965 -1.422 -9.176
H -2.269 3.185 3.395
H 0.872 2.753 8.545
H 2.035 -3.117 -7.612
H -1.578 1.383 -7.547
H 0.632 -0.047 5.560
C -0.475 0.549 7.466
H 0.407 -2.744 -6.979
N -1.971 -2.053 2.162
H -2.519 -2.909 -0.736
H 0.147 2.950 -7.453
C -0.592 -4.078 1.195
H 0.942 2.782 -5.877
H -0.767 -1.697 3.866
H 1.811 -2.802 -5.897
C -0.539 2.098 4.428
H -0.062 -4.888 0.680
H 4.204 -0.354 -6.802
H -1.433 1.548 -5.780
C 0.829 2.323 -6.865
H 0.315 5.054 8.766
H 0.039 0.062 8.426
P -0.841 -1.210 1.174
H 3.641 -1.363 -4.548
H 0.002 1.984 3.371
H -1.136 1.109 4.671
H -1.158 4.622 7.666
C 3.354 -0.339 -4.289
H -3.752 -1.001 1.622
H 1.782 2.381 -7.387
H 0.212 -0.527 -1.586
C -1.535 3.396 4.311
C -1.109 0.964 -6.650
H -1.091 -2.693 -1.752
H -1.651 -4.257 0.993
C -3.394 -2.016 1.825
H -4.007 -2.436 2.632
C 0.724 0.814 6.382
H -1.497 -0.055 -6.536
C -0.743 -0.113 -1.247
H -3.607 -2.640 0.959
C 1.412 -0.754 -8.505
N 0.354 0.941 -6.791
H -0.987 4.407 4.079
N 1.712 -1.073 -7.108
H -2.574 -1.783 -2.063
H -2.290 -2.509 4.209
H -2.212 1.589 8.640
H -0.403 -4.183 2.267
N -1.467 -1.079 -0.416
C 1.474 -2.506 -6.896
H -2.275 -0.766 3.844
H -1.331 0.184 -2.122
N 2.727 0.334 -5.431
C -1.924 -2.168 -1.269
O -1.439 0.153 1.600
H -2.230 3.573 5.239
H 0.347 -0.858 -8.731
H 1.743 0.253 -8.771
H -1.246 -0.258 7.069
H 1.677 -1.807 0.272
H 1.661 2.348 4.972
C 1.310 -2.714 0.764
H 4.554 1.196 -6.026
H 0.551 3.191 6.248
H 1.748 0.671 6.949
O 0.584 0.634 -4.484
H -0.529 0.807 -0.692
C -0.691 4.433 8.748
H 1.646 -2.694 1.807
H -1.715 2.490 7.060
C -0.264 2.832 8.903
H -0.417 2.520 10.022
C 3.749 0.576 -6.440
H 3.375 1.122 -7.306
H 1.777 -3.563 0.252
```

**Electronic energy**: -1955.0975 hartree
**Charge**: -1
**Highest occupied orbital energy**: -0.0374 Eh

No. 3
Computed, not measured: C3H7N as an isolated structure, with ωB97M-V with the def2-TZVPD basis set.

The geometry in XYZ format:
```
11
C3H7N (ωB97M-V with the def2-TZVPD basis set)
H -1.832 0.701 -0.599
H 1.698 -0.847 -0.586
H 0.774 0.407 -1.298
H -1.962 -1.217 -0.513
C 1.391 0.196 -0.421
N 0.706 0.370 0.842
H 2.342 0.729 -0.523
H -0.171 0.963 0.596
C -0.658 -0.314 0.854
C -1.545 -0.268 -0.211
H -0.742 -0.719 1.857
```

**Electronic energy**: -173.0813 hartree
**Relative energy (zero: lowest compared OMol25 entry of this formula, charge and spin)**: 100.9 kcal/mol
**Charge**: 0
**Highest occupied orbital energy**: -0.3057 Eh

| no. | Kohn-Sham gap (eV) |
| --- | --- |
| 1 | 4.894 |
| 2 | 0.938 |
| 3 | 8.690 |